ORCA calculation (the ωB97M-V functional and the def2-TZVPD basis) on a molecular structure, C26H24ClIN4O5PtS.

Summary:
**Max |F|**: 0.47 eV/Å
**Energy relative to the best compared isomer or geometry (same formula, charge and spin)**: 2.71 kcal per mole
**E_tot**: -2875.85730 a.u.
**Highest occupied orbital energy**: -7.7 eV
**Gap between HOMO and LUMO**: 0.2679 hartree

Last column: Mulliken charge in e.
Positions of all 63 atoms, in Å:
Pt -0.62 -0.07 -1.18  0.718
Cl -1.97 6.65 -1.10  -0.264
C -1.17 5.11 -1.17  0.429
C 0.19 5.05 -1.13  -0.684
C 0.87 3.82 -1.20  -0.217
I 2.94 3.85 -1.27  0.150
C 0.19 2.62 -1.29  0.532
O 0.73 1.44 -1.38  -0.909
C -1.24 2.72 -1.33  0.241
N -1.87 1.51 -1.46  -0.220
C -3.17 1.49 -1.66  -0.514
C -3.94 2.66 -1.66  -0.846
C -3.34 3.87 -1.47  -0.686
C -1.94 3.93 -1.31  0.522
H 0.76 5.96 -1.05  0.397
H -3.63 0.52 -1.79  0.934
H -5.00 2.58 -1.82  0.462
H -3.91 4.79 -1.45  0.433
C -4.95 -0.68 4.99  -1.419
C -4.51 -1.06 3.60  0.896
C -3.92 -0.12 2.75  -1.061
C -3.54 -0.46 1.47  -0.259
C -3.74 -1.75 1.02  0.480
C -4.31 -2.71 1.84  -0.430
C -4.68 -2.36 3.13  -0.671
S -3.32 -2.18 -0.65  1.167
O -4.10 -1.36 -1.53  -0.769
O -3.44 -3.61 -0.77  -0.727
N -1.77 -1.74 -0.80  -0.467
C -0.72 -2.60 -0.65  0.828
C -0.65 -3.96 -0.33  -0.692
C 0.60 -4.54 -0.30  -0.385
C 1.74 -3.79 -0.58  -0.815
C 1.59 -2.45 -0.87  -0.052
N 0.39 -1.87 -0.89  -0.171
H -4.67 0.34 5.23  0.343
H -4.50 -1.34 5.73  0.344
H -6.03 -0.77 5.08  0.323
H -3.76 0.89 3.11  0.312
H -3.08 0.28 0.83  0.206
H -4.45 -3.72 1.48  0.485
H -5.12 -3.10 3.78  0.392
H -1.54 -4.52 -0.14  0.470
H 0.69 -5.59 -0.06  0.417
H 2.73 -4.22 -0.57  0.389
H 2.44 -1.82 -1.06  0.524
O 3.62 1.09 1.45  -0.672
C 3.85 0.79 0.31  -0.084
O 2.99 0.10 -0.45  -0.431
C 5.19 1.09 -0.37  0.689
N 5.18 0.56 -1.75  -0.504
C 6.11 -0.59 -1.82  -0.660
C 6.35 -0.99 -0.37  -0.539
C 6.33 0.36 0.35  -0.912
H 5.31 2.17 -0.35  0.258
H 5.39 1.27 -2.43  0.268
H 3.44 0.09 -1.33  0.454
H 7.05 -0.31 -2.30  0.353
H 5.67 -1.40 -2.41  0.308
H 7.29 -1.52 -0.24  0.390
H 5.54 -1.62 0.00  0.196
H 7.27 0.89 0.17  0.342
H 6.16 0.30 1.42  0.406

ORCA calculation (the ωB97M-V functional and the def2-TZVPD basis) on a molecular structure, C16H48O8.

Summary:
**Max |F|**: 19.39 eV/Å
**Energy relative to the best compared isomer or geometry (same formula, charge and spin)**: 405.07 kcal per mole
**E_tot**: -1239.66253 a.u.
**Highest occupied orbital energy**: -7.9 eV
**Gap between HOMO and LUMO**: 0.2968 hartree

Last column: Mulliken charge in e.
Positions of all 72 atoms, in Å:
C -0.83 0.53 -4.73  -1.316
C -0.52 0.14 -3.30  -0.280
O -0.80 1.22 -2.48  -0.492
H -1.88 0.66 -4.98  0.296
H -0.56 -0.29 -5.39  0.449
H -0.23 1.37 -5.08  0.355
H 0.52 -0.14 -3.19  0.114
H -1.17 -0.70 -3.04  0.500
H -1.74 1.08 -2.34  0.383
C 0.15 -0.54 -0.56  -1.261
C -0.96 0.08 0.31  -0.625
O -0.38 0.58 1.49  -0.486
H 1.04 0.07 -0.75  0.094
H -0.26 -0.87 -1.51  0.835
H 0.57 -1.43 -0.08  0.639
H -1.76 -0.63 0.56  -0.073
H -1.38 0.93 -0.22  0.035
H -1.07 1.03 1.97  -0.066
C -3.42 -1.21 2.35  -0.850
C -4.20 0.11 2.50  -0.371
O -3.64 1.10 1.71  -0.575
H -2.35 -1.21 2.56  0.155
H -3.55 -1.64 1.36  0.230
H -3.86 -1.96 3.01  0.425
H -4.38 0.42 3.53  0.276
H -5.21 -0.04 2.12  0.357
H -2.85 1.41 2.16  0.769
C 0.93 -4.24 -0.14  -1.427
C 0.32 -3.45 -1.30  1.271
O 0.70 -4.14 -2.48  -0.565
H 1.97 -4.43 -0.41  0.592
H 0.47 -5.22 -0.05  0.403
H 0.95 -3.71 0.81  0.239
H 0.71 -2.43 -1.25  -1.122
H -0.77 -3.41 -1.30  0.346
H 0.56 -3.62 -3.27  0.315
C 3.67 0.43 1.92  -1.870
C 2.23 -0.08 1.68  0.788
O 1.40 0.99 1.31  -0.728
H 3.62 1.16 2.73  0.411
H 4.08 0.94 1.05  0.445
H 4.43 -0.28 2.26  0.382
H 1.86 -0.64 2.53  0.152
H 2.26 -0.74 0.81  -0.680
H 0.48 0.70 1.29  1.270
C -0.27 2.95 -0.62  -0.758
C 0.89 2.67 -1.61  0.342
O 0.36 2.85 -2.89  -0.837
H -0.08 2.66 0.41  0.463
H -1.22 2.50 -0.91  0.385
H -0.57 4.00 -0.68  0.429
H 1.25 1.66 -1.44  -0.394
H 1.68 3.40 -1.45  0.498
H -0.07 2.01 -3.03  0.543
C -2.13 2.96 1.54  -2.162
C -1.91 2.37 2.96  -0.763
O -1.83 0.94 3.05  -0.359
H -2.11 4.05 1.57  0.568
H -3.05 2.59 1.09  0.425
H -1.33 2.68 0.87  0.740
H -2.64 2.69 3.71  0.404
H -0.95 2.80 3.26  0.434
H -1.65 0.69 3.96  0.241
C 2.54 -2.06 -0.80  -1.767
C 3.85 -1.30 -0.50  -0.973
O 4.30 -1.61 0.77  -0.635
H 2.11 -1.58 -1.68  0.474
H 1.76 -1.86 -0.07  1.111
H 2.59 -3.14 -0.94  0.701
H 3.59 -0.25 -0.45  0.203
H 4.66 -1.41 -1.23  0.556
H 5.12 -1.15 0.97  0.395

ORCA calculation (the ωB97M-V functional and the def2-TZVPD basis) on a molecular structure, C49H109NO6P3.

Summary:
**Max |F|**: 16.01 eV/Å
**Charge**: +1
**Energy relative to the best compared isomer or geometry (same formula, charge and spin)**: 1020.37 kcal per mole
**E_tot**: -3460.75785 a.u.
**Highest occupied orbital energy**: -7.9 eV
**Gap between HOMO and LUMO**: 0.2136 hartree

Last column: Mulliken charge in e.
Positions of all 168 atoms, in Å:
C 9.80 1.61 23.15  -1.329
C 9.28 0.19 23.44  -0.857
C 7.76 0.05 23.62  0.934
C 7.12 0.02 22.21  -1.652
P 5.31 -0.29 22.14  -0.262
C 4.75 -0.20 20.34  -1.157
C 3.23 -0.48 20.18  -0.026
C 2.83 -0.86 18.72  -0.638
C 2.88 0.26 17.70  -1.352
C 4.42 0.96 23.24  0.435
C 4.38 2.33 22.69  -0.598
C 3.56 3.28 23.46  0.797
C 3.69 4.66 22.83  -1.780
C 4.87 -1.94 22.88  0.151
C 4.85 -3.12 21.94  0.070
C 6.20 -3.36 21.28  -0.277
C 6.19 -4.91 20.84  -1.783
H 9.49 1.91 22.14  0.312
H 10.88 1.51 23.19  0.435
H 9.52 2.31 23.94  0.264
H 9.85 -0.30 24.23  0.651
H 9.52 -0.44 22.59  0.293
H 7.29 0.84 24.21  -0.485
H 7.49 -0.89 24.11  -0.001
H 7.58 -0.73 21.56  0.743
H 7.22 1.03 21.81  0.696
H 5.32 -0.90 19.74  0.844
H 5.01 0.81 20.04  1.030
H 2.74 0.45 20.47  0.390
H 2.83 -1.20 20.88  -0.474
H 1.76 -1.05 18.83  0.381
H 3.35 -1.75 18.38  0.372
H 3.91 0.55 17.49  0.315
H 2.30 1.15 17.96  0.333
H 2.39 -0.04 16.78  0.419
H 4.98 0.90 24.17  0.468
H 3.40 0.58 23.36  -0.209
H 4.35 2.34 21.61  0.408
H 5.41 2.62 22.87  0.546
H 3.93 3.36 24.49  -1.108
H 2.52 2.96 23.54  -0.467
H 4.54 4.66 22.14  0.398
H 3.77 5.47 23.55  0.312
H 2.75 4.86 22.33  0.337
H 3.83 -1.82 23.19  -3.472
H 5.44 -2.12 23.78  2.651
H 4.01 -3.05 21.25  0.741
H 4.49 -3.94 22.56  -1.210
H 7.03 -3.16 21.96  0.079
H 6.27 -2.67 20.44  0.544
H 6.41 -5.51 21.71  0.385
H 6.99 -5.04 20.10  0.547
H 5.28 -5.23 20.33  0.439
C 4.10 -5.09 22.76  -1.373
C 2.99 -4.02 22.42  -0.196
C 2.58 -3.32 23.71  0.764
C 1.72 -2.05 23.49  -0.033
P 0.82 -1.24 24.89  0.980
C 1.74 -1.36 26.47  -0.146
C 1.65 -2.69 27.21  -1.199
C 2.79 -2.94 28.24  -0.545
C 4.11 -3.20 27.57  -1.709
C 0.58 0.54 24.45  -2.032
C 1.88 1.48 24.38  0.184
C 2.11 2.21 25.69  -0.230
C 3.40 3.03 25.64  -1.280
C -0.78 -2.08 25.15  -1.156
C -1.78 -2.00 24.08  -0.395
C -3.17 -2.57 24.48  -0.678
C -3.29 -4.12 24.30  -1.150
H 3.73 -6.02 23.19  0.446
H 4.88 -4.67 23.39  0.855
H 4.54 -5.30 21.78  0.406
H 2.07 -4.39 21.95  0.679
H 3.24 -3.24 21.70  -0.333
H 3.50 -2.97 24.17  -0.520
H 2.09 -4.05 24.36  0.774
H 0.99 -2.20 22.70  1.123
H 2.42 -1.32 23.10  -0.247
H 1.24 -0.67 27.14  -0.313
H 2.79 -1.11 26.29  0.553
H 1.53 -3.52 26.51  0.468
H 0.73 -2.59 27.79  0.604
H 2.61 -3.73 28.97  0.554
H 2.85 -2.08 28.91  0.452
H 4.89 -3.59 28.22  0.672
H 4.37 -2.26 27.07  -0.713
H 4.12 -3.97 26.80  0.376
H -0.07 1.03 25.17  0.505
H 0.02 0.51 23.52  0.806
H 1.73 2.16 23.54  1.510
H 2.68 0.76 24.22  -0.585
H 2.19 1.39 26.40  -0.009
H 1.31 2.88 26.02  1.375
H 3.49 3.62 26.55  1.158
H 3.29 3.73 24.81  0.129
H 4.34 2.50 25.49  -0.647
H -1.19 -1.58 26.03  0.880
H -0.66 -3.07 25.60  0.672
H -1.49 -2.59 23.20  0.207
H -1.79 -0.96 23.74  0.369
H -3.96 -2.05 23.95  0.377
H -3.34 -2.42 25.54  0.283
H -4.18 -4.67 24.63  0.378
H -2.50 -4.54 24.92  0.260
H -3.05 -4.40 23.27  0.303
C 6.69 4.63 27.35  -1.339
C 6.84 3.17 27.67  -0.028
C 5.75 2.57 28.64  -0.486
C 5.74 1.05 28.41  -0.940
P 4.39 0.11 29.00  0.526
C 4.66 -1.55 28.23  1.723
C 6.05 -2.17 28.31  -1.860
C 6.78 -2.36 27.00  0.747
C 8.15 -3.09 27.12  -1.695
C 4.49 0.15 30.81  -1.501
C 5.71 -0.42 31.54  -0.683
C 5.65 -0.15 33.06  -0.476
C 6.94 -0.58 33.83  -1.381
C 2.87 0.79 28.38  0.626
C 2.16 1.84 29.33  -1.154
C 1.18 2.82 28.57  -0.607
C -0.02 2.02 27.91  -1.000
H 5.82 4.69 26.70  0.214
H 7.40 5.08 26.66  0.407
H 6.48 5.22 28.24  0.313
H 7.83 2.87 28.02  0.493
H 6.68 2.73 26.68  -0.187
H 4.78 2.93 28.30  -0.164
H 5.78 2.91 29.67  0.634
H 6.70 0.61 28.66  1.249
H 5.67 0.78 27.35  -0.098
H 4.40 -1.50 27.18  -1.206
H 3.90 -2.17 28.70  -0.491
H 6.01 -3.14 28.82  0.342
H 6.67 -1.62 29.01  0.754
H 6.97 -1.37 26.58  -0.314
H 6.19 -2.85 26.23  0.560
H 8.65 -2.52 27.90  0.420
H 8.66 -3.11 26.16  0.516
H 7.92 -4.11 27.41  0.337
H 3.57 -0.27 31.23  0.659
H 4.46 1.22 31.03  0.715
H 6.59 0.05 31.09  0.377
H 5.84 -1.49 31.39  0.406
H 4.81 -0.70 33.48  0.353
H 5.47 0.91 33.19  0.371
H 7.89 -0.13 33.51  0.351
H 7.13 -1.64 33.67  0.352
H 6.82 -0.49 34.91  0.392
H 2.26 -0.10 28.20  0.260
H 3.16 1.25 27.44  -0.882
H 2.76 2.60 29.83  0.334
H 1.63 1.27 30.09  0.551
H 1.69 3.42 27.81  0.153
H 0.74 3.53 29.27  0.609
H -0.77 1.80 28.67  0.515
H 0.36 1.08 27.49  0.202
H -0.51 2.51 27.07  0.345
O 6.37 -2.75 25.15  -0.927
C 7.58 -3.08 24.67  -0.616
O 8.39 -2.42 23.96  -0.588
O 8.06 -4.22 24.84  -0.714
H 6.38 -1.84 24.84  0.695
N 4.74 -0.51 25.32  -2.669
O 3.81 -0.84 24.65  2.024
O 4.56 0.29 26.22  1.670
O 5.86 -0.93 25.06  -0.382